1.
{
  "formula": "C12H31BO2P",
  "method": "ωB97M-V/def2-TZVPD",
  "multiplicity": 1,
  "charge": -1,
  "energy_ha": -992.387427,
  "de_lowest_kcal_mol": 37.8,
  "orbital_gap_ev": 5.10,
  "fmax_ha_per_bohr": 0.0378,
  "lumo_energy_ev": 2.3,
  "homo_ev": -2.8420,
  "symbols": ["H", "H", "H", "C", "H", "H", "H", "C", "C", "C", "H", "H", "C", "H", "H", "O", "H", "C", "H", "H", "H", "H", "H", "H", "H", "H", "C", "C", "H", "H", "C", "P", "H", "C", "H", "C", "H", "H", "H", "H", "C", "O", "B", "H", "H", "H", "H"],
  "positions_angstrom": [[0.202, -8.435, 2.119], [2.581, -3.206, 3.121], [1.653, -1.985, 2.259], [-0.501, 6.970, -2.660], [-1.564, 7.211, -2.636], [0.977, 6.003, -1.413], [-1.215, -7.339, 2.622], [2.242, -3.604, -0.025], [1.591, -2.979, 2.712], [-2.729, 1.482, 0.892], [-0.750, -1.055, -2.153], [-2.285, -0.936, -0.182], [-0.812, 4.065, -2.086], [0.531, 2.662, -3.015], [-1.259, 4.412, -3.026], [-0.858, 5.091, -1.109], [-2.945, 2.550, 0.959], [0.580, 3.506, -2.327], [0.868, -6.249, 3.951], [-0.678, 1.770, 0.271], [2.827, -4.466, -0.345], [1.685, -6.552, 0.749], [-3.095, 1.128, -0.073], [2.987, -5.889, 2.080], [2.942, -2.847, 0.337], [0.831, -2.936, 3.489], [0.802, -6.560, 2.900], [-1.197, -0.882, -0.055], [1.252, 4.250, -2.759], [-0.316, 6.367, -3.550], [-0.533, -0.378, -1.326], [1.098, -4.147, 1.355], [-0.908, 1.661, 2.008], [-1.236, 1.242, 1.056], [-0.243, 6.903, -0.531], [-0.092, 6.246, -1.388], [0.067, 7.895, -2.762], [-0.852, -1.896, 0.149], [-1.456, 3.271, -1.708], [1.643, -3.219, -0.849], [-0.138, -7.501, 2.564], [-0.872, -0.120, 1.097], [1.777, -5.924, 1.801], [0.549, -0.322, -1.193], [-3.285, 0.959, 1.671], [-0.887, 0.618, -1.605], [1.019, 3.167, -1.388]],
  "atomic_forces_ev_per_a": [[-0.265, 0.646, -1.651], [-0.078, -0.109, 0.179], [-0.117, 0.079, 0.105], [-0.055, -0.087, -0.050], [0.005, 0.027, 0.019], [-0.003, -0.009, -0.041], [-0.046, -0.710, 1.573], [0.115, -0.230, 0.561], [0.420, 0.196, -0.479], [-0.027, -0.049, -0.063], [0.016, -0.030, 0.017], [0.002, 0.044, -0.031], [0.041, -0.110, -0.080], [-0.016, -0.021, 0.024], [0.040, 0.012, -0.014], [-0.113, -0.016, 0.083], [0.017, 0.004, 0.017], [0.073, 0.112, 0.037], [-1.181, 1.418, -0.313], [-0.034, 0.014, -0.013], [-0.034, -0.003, -0.155], [-0.152, 0.139, -0.061], [0.010, 0.039, -0.019], [-0.098, 0.347, 0.136], [-0.024, 0.114, -0.121], [0.062, -0.144, 0.100], [0.397, -0.732, -0.029], [0.038, -0.162, -0.111], [-0.021, -0.014, -0.057], [0.049, 0.019, -0.003], [-0.025, 0.214, 0.035], [-0.859, 0.039, -0.158], [0.045, -0.057, 0.011], [-0.017, 0.056, -0.031], [-0.033, -0.041, 0.027], [0.078, 0.057, -0.007], [-0.004, 0.008, 0.020], [0.036, 0.011, 0.186], [-0.037, 0.068, 0.084], [0.167, 0.091, -0.115], [0.215, 0.206, 0.160], [0.023, -0.002, 0.068], [1.429, -1.300, 0.205], [0.005, -0.063, 0.001], [0.007, 0.016, 0.019], [-0.029, -0.029, -0.059], [-0.023, -0.056, -0.006]]
}

---

2.
{
  "formula": "C12H31Cl2O2P2Ru",
  "method": "ωB97M-V/def2-TZVPD",
  "multiplicity": 5,
  "charge": 3,
  "energy_ha": -2323.091945,
  "de_lowest_kcal_mol": 2.8,
  "orbital_gap_ev": [6.92, 5.75],
  "fmax_ha_per_bohr": 0.1069,
  "lumo_energy_ev": [-12.8, -14.3],
  "homo_ev": [-19.7404, -20.0347],
  "symbols": ["P", "H", "Cl", "H", "C", "H", "Cl", "C", "H", "H", "H", "H", "H", "H", "C", "C", "C", "H", "C", "H", "O", "C", "H", "H", "H", "H", "Ru", "H", "H", "C", "H", "H", "H", "H", "O", "P", "C", "H", "H", "C", "H", "C", "H", "H", "H", "H", "H", "C", "H", "H"],
  "positions_angstrom": [[0.217, 2.140, -0.323], [0.438, -4.228, -1.603], [-0.545, -0.156, -2.606], [-1.066, -4.202, 0.473], [-1.358, 2.989, 0.050], [0.280, -1.223, 3.040], [-2.609, -0.155, -0.542], [1.717, -3.006, 0.680], [1.236, 2.688, 1.814], [1.738, -2.721, 1.736], [1.947, -0.171, -5.403], [-0.399, -2.873, -2.409], [1.225, 4.098, 0.736], [-3.363, 0.844, 1.606], [-3.190, 0.616, 2.659], [0.408, -0.197, 2.663], [1.564, -0.052, 1.705], [-3.573, -0.387, 2.862], [0.951, -0.277, -4.957], [1.355, -0.094, 0.589], [-0.836, 0.165, 2.066], [-1.733, 0.701, 3.048], [2.010, 0.928, 1.893], [0.332, 0.589, -5.230], [1.517, 2.264, -2.392], [2.639, -2.662, 0.191], [-0.275, -0.052, -0.306], [-1.218, 4.076, -0.039], [-3.759, 1.349, 3.237], [-1.189, -3.111, 0.519], [1.698, -4.104, 0.617], [-1.303, -2.786, 1.560], [-1.557, 0.180, 4.002], [-2.067, -2.808, -0.064], [2.092, -0.548, -2.807], [0.270, -2.278, -0.178], [1.116, -0.349, -3.493], [2.315, -0.815, 1.933], [1.387, -2.849, -2.241], [1.386, 3.012, 0.780], [0.981, 3.864, -1.840], [0.684, 2.819, -1.943], [-0.189, 2.752, -2.593], [0.483, -1.198, -5.349], [2.417, 2.793, 0.478], [-1.654, 2.736, 1.079], [0.616, 0.456, 3.523], [0.442, -3.145, -1.768], [-2.125, 2.634, -0.649], [-1.454, 1.755, 3.193]],
  "atomic_forces_ev_per_a": [[0.016, 5.496, -0.107], [-0.009, 0.230, 0.216], [-0.132, 0.159, -1.108], [0.197, 0.257, -0.002], [-0.310, -0.477, 0.140], [0.216, 0.189, -0.029], [0.822, -0.003, 0.253], [0.356, 0.821, 0.364], [0.029, 0.278, -0.070], [0.042, -0.249, -0.175], [-0.152, -0.075, 0.154], [0.056, -0.230, -0.077], [-0.241, -0.301, -0.289], [0.068, 0.104, 0.211], [-0.039, -0.303, -0.120], [-0.193, -0.522, 0.771], [0.510, 0.544, 1.198], [-0.131, 0.163, -0.066], [-0.138, 0.261, -0.373], [0.622, -0.170, 0.148], [1.160, -0.292, -1.396], [-1.066, 1.004, 0.860], [0.136, -0.314, -0.536], [0.026, -0.280, -0.008], [-0.090, 0.183, 0.104], [-0.162, -0.046, 0.154], [-2.334, -0.652, 1.386], [0.088, -0.282, -0.031], [0.084, -0.228, 0.076], [-0.347, 0.512, 0.377], [-0.386, 0.320, -0.168], [-0.220, -0.188, -0.162], [0.007, 0.068, -0.348], [0.155, -0.174, 0.251], [-3.413, 0.838, -1.491], [0.282, -5.128, -0.089], [4.205, -0.976, 0.966], [-0.059, 0.208, -0.508], [-0.253, -0.225, 0.065], [0.405, -0.894, 0.427], [-0.067, -0.067, 0.218], [0.090, -0.738, -0.537], [0.046, 0.079, -0.096], [0.027, 0.297, 0.246], [-0.123, 0.074, 0.107], [-0.033, 0.157, -0.332], [-0.114, -0.242, -0.152], [0.116, 0.729, -0.692], [0.090, 0.247, 0.226], [0.159, -0.160, 0.045]]
}

---

3.
{
  "formula": "C12H31ClCoNO4",
  "method": "ωB97M-V/def2-TZVPD",
  "multiplicity": 5,
  "charge": 2,
  "energy_ha": -2673.608792,
  "orbital_gap_ev": [7.87, 3.44],
  "fmax_ha_per_bohr": 0.0864,
  "lumo_energy_ev": [-7.2, -11.6],
  "homo_ev": [-15.0752, -15.0720],
  "symbols": ["C", "O", "H", "H", "C", "H", "H", "H", "H", "H", "H", "C", "H", "H", "H", "O", "H", "O", "H", "H", "H", "H", "Co", "C", "C", "H", "O", "C", "H", "H", "C", "H", "H", "N", "C", "H", "H", "H", "H", "Cl", "H", "C", "C", "C", "H", "H", "H", "C", "H", "H"],
  "positions_angstrom": [[-12.031, -13.313, -16.179], [-13.191, -13.436, -14.084], [-14.504, -14.377, -20.617], [-7.409, -14.773, -14.136], [-12.734, -15.742, -20.091], [-13.290, -14.243, -21.695], [-12.184, -13.118, -17.240], [-13.284, -16.321, -19.350], [-6.175, -14.979, -20.260], [-12.028, -14.400, -16.086], [-12.563, -17.444, -21.506], [-13.114, -12.706, -15.291], [-8.673, -11.497, -14.897], [-9.985, -14.201, -14.692], [-11.383, -17.368, -20.181], [-7.566, -13.181, -15.396], [-6.736, -15.589, -18.732], [-7.430, -17.941, -19.279], [-14.065, -12.693, -15.824], [-10.081, -13.244, -16.745], [-11.352, -15.190, -18.909], [-13.870, -13.541, -12.156], [-10.798, -18.410, -16.216], [-7.391, -14.547, -15.202], [-10.059, -13.115, -14.750], [-6.259, -17.540, -20.879], [-11.910, -14.753, -19.555], [-8.586, -12.552, -14.638], [-8.091, -17.475, -18.762], [-14.203, -15.687, -21.733], [-13.717, -15.002, -21.039], [-8.347, -12.488, -13.576], [-9.098, -16.508, -20.735], [-10.650, -12.801, -16.037], [-11.961, -16.776, -20.890], [-7.962, -15.781, -21.850], [-11.256, -16.294, -21.568], [-5.231, -16.254, -19.348], [-8.217, -17.416, -22.011], [-9.916, -16.398, -17.366], [-14.850, -12.660, -13.276], [-8.140, -16.660, -21.230], [-6.995, -16.998, -20.285], [-6.210, -15.876, -19.642], [-8.209, -15.151, -15.592], [-13.305, -11.883, -12.866], [-6.403, -14.764, -15.607], [-13.815, -12.839, -12.988], [-10.692, -12.665, -13.985], [-12.806, -11.688, -15.054]],
  "atomic_forces_ev_per_a": [[-0.384, 1.642, -1.550], [1.313, -1.807, -1.298], [-0.094, -0.502, 0.852], [0.423, -0.067, 0.319], [-1.747, 0.262, -2.409], [1.040, -0.295, 0.040], [-0.819, -0.089, -0.068], [-0.246, 0.361, 0.464], [0.053, -0.382, -0.325], [0.443, -0.263, 0.257], [-0.232, 0.055, 0.294], [0.516, 0.053, 1.022], [0.451, -0.047, -0.565], [-0.400, -0.334, 0.033], [0.177, -0.318, -0.023], [-1.488, 1.622, -0.376], [0.090, 0.333, 0.217], [1.376, 0.860, -1.839], [-0.036, 0.021, -0.088], [0.574, 0.779, -1.067], [0.336, -0.036, 0.197], [0.654, 0.303, 0.008], [0.346, 0.925, -0.532], [0.050, -0.378, 1.140], [1.638, 2.086, -0.161], [-0.142, -0.388, 0.200], [0.613, 0.320, 0.895], [-0.485, 0.214, 0.294], [-1.500, 0.691, 1.210], [-0.084, -0.218, 0.232], [-0.476, 0.130, -0.391], [0.138, -0.609, 0.225], [-0.005, -0.077, 0.027], [-0.721, -3.842, 2.107], [0.735, 0.032, -0.009], [0.524, 0.424, 0.634], [-0.009, 0.194, -0.070], [-0.042, 0.116, -0.220], [-0.143, -0.585, 0.541], [-0.158, -1.129, 0.410], [-0.267, 0.385, 0.246], [-1.298, 0.572, -0.689], [1.220, -2.414, -1.468], [-0.353, 1.062, 1.843], [0.139, -0.107, -0.680], [-0.182, 0.107, 1.031], [-0.294, -0.388, -0.082], [-1.083, 0.725, -0.873], [0.071, -0.470, 0.197], [-0.229, 0.469, -0.150]]
}

---

4.
{
  "formula": "C12H31N2O3",
  "method": "ωB97M-V/def2-TZVPD",
  "multiplicity": 1,
  "charge": 1,
  "energy_ha": -810.766165,
  "orbital_gap_ev": 9.75,
  "fmax_ha_per_bohr": 0.0088,
  "lumo_energy_ev": -2.8,
  "homo_ev": -12.5311,
  "symbols": ["C", "H", "H", "O", "H", "H", "C", "H", "H", "C", "N", "C", "H", "H", "H", "H", "H", "O", "H", "H", "C", "O", "H", "C", "H", "H", "C", "H", "C", "H", "H", "H", "C", "C", "H", "C", "H", "H", "H", "C", "H", "H", "H", "H", "H", "H", "N", "H"],
  "positions_angstrom": [[3.144, -1.696, -0.475], [-1.728, 0.052, 2.984], [3.808, -0.916, -0.090], [0.333, -0.085, 2.759], [-2.087, -0.138, -1.388], [0.390, 2.989, -1.454], [-0.338, -1.600, 4.589], [-2.943, 1.377, -1.575], [-2.169, 1.447, -4.054], [-1.620, 3.753, -1.520], [0.554, -1.422, -0.795], [1.743, -1.444, 0.150], [2.359, -1.120, -3.615], [-2.567, 3.587, -2.033], [-0.207, -1.982, -0.411], [1.634, -1.142, 3.856], [-1.802, 3.733, -0.444], [3.245, -1.724, -1.894], [-1.265, -1.103, 4.876], [3.514, -2.658, -0.124], [0.685, -0.632, 4.029], [-0.850, 1.414, -1.422], [2.069, -0.053, -2.238], [2.171, -1.107, -2.541], [-0.980, 0.999, 1.699], [0.222, -3.777, -2.017], [0.881, -1.847, -2.203], [1.431, -3.595, -3.101], [-0.868, 0.685, 2.740], [0.048, 2.508, 3.439], [1.702, -0.490, 0.674], [-1.099, 0.126, -3.640], [-0.569, 2.733, -1.903], [-2.057, 0.828, -1.902], [-1.272, 4.750, -1.792], [-2.063, 0.582, -3.401], [-2.874, -0.100, -3.660], [-1.722, 2.512, 3.463], [0.882, 0.172, 4.743], [-0.836, 1.903, 3.643], [-0.427, 2.714, -2.988], [0.065, -2.080, 5.481], [0.191, -0.458, -0.847], [-0.833, 1.634, 4.699], [0.069, -1.479, -2.841], [1.539, -2.209, 0.895], [1.076, -3.266, -2.212], [-0.578, -2.378, 3.861]],
  "atomic_forces_ev_per_a": [[0.018, 0.016, -0.062], [0.008, -0.011, 0.009], [-0.030, -0.033, -0.040], [-0.075, -0.064, -0.125], [-0.183, -0.008, -0.050], [-0.008, 0.002, 0.011], [-0.025, -0.004, -0.026], [0.107, 0.139, 0.038], [-0.036, 0.236, 0.317], [-0.032, -0.038, 0.043], [0.062, 0.260, -0.034], [-0.063, -0.025, 0.292], [0.031, -0.139, 0.065], [0.008, 0.001, -0.018], [0.089, -0.080, 0.016], [-0.007, -0.008, 0.006], [0.013, 0.022, 0.000], [-0.085, 0.162, 0.109], [0.006, 0.008, 0.011], [-0.032, 0.034, -0.053], [0.048, 0.026, -0.017], [0.050, -0.233, 0.042], [-0.071, -0.026, -0.121], [0.069, 0.105, 0.026], [0.007, 0.008, 0.004], [-0.036, 0.038, -0.146], [0.061, 0.074, -0.370], [0.215, 0.054, 0.087], [0.015, 0.002, -0.036], [-0.011, 0.009, -0.004], [0.050, -0.067, -0.013], [-0.136, -0.126, -0.282], [0.078, 0.062, -0.018], [-0.086, -0.074, -0.013], [-0.001, -0.006, 0.007], [0.273, -0.184, -0.023], [0.076, -0.088, 0.010], [0.006, 0.002, 0.002], [-0.002, 0.010, -0.009], [0.035, -0.002, 0.006], [-0.023, -0.048, 0.003], [-0.004, -0.003, -0.008], [0.024, 0.053, -0.064], [-0.015, -0.001, 0.001], [-0.076, 0.043, 0.207], [0.004, 0.013, -0.079], [-0.329, -0.103, 0.290], [0.012, -0.010, 0.013]]
}